C12H16N2 | ωB97M-V/def2-TZVPD

Cartesian coordinates (Å):
1 C -1.8130 1.8455 1.8243
2 N -1.5210 1.7201 0.4115
3 C -2.3164 0.8720 -0.3429
4 C -1.6080 0.0458 -1.1045
5 C -0.1351 0.2454 -0.8206
6 C 0.6314 0.5361 -2.1203
7 C 0.4733 -0.9958 -0.1739
8 C 0.2959 -2.2483 -0.7490
9 C 0.8488 -3.3754 -0.1687
10 C 1.5927 -3.2667 0.9937
11 C 1.7763 -2.0228 1.5715
12 C 1.2187 -0.8967 0.9924
13 N -0.1483 1.3519 0.1596
14 C 0.6294 2.5364 -0.1274
15 H -1.2105 2.6508 2.2418
16 H -2.8651 2.0975 1.9391
17 H -1.5988 0.9225 2.3751
18 H -3.3840 0.9778 -0.2775
19 H -1.9767 -0.6288 -1.8504
20 H 0.2316 1.4175 -2.6160
21 H 0.5205 -0.3130 -2.7898
22 H 1.6916 0.6786 -1.9263
23 H -0.2820 -2.3501 -1.6558
24 H 0.6980 -4.3430 -0.6257
25 H 2.0251 -4.1471 1.4464
26 H 2.3562 -1.9283 2.4786
27 H 1.3518 0.0732 1.4464
28 H 0.5527 3.2009 0.7336
29 H 1.6728 2.2563 -0.2509
30 H 0.2923 3.0878 -1.0144

Output
SMILES: CN1C=C[C@](C)(c2ccccc2)N1C
HOMO level: -7.49 eV
2S+1: 1
E_tot: -15682.1769 eV